(1)
{"formula": "C3H10N2O3", "method": "ωB97M-V/def2-TZVPD", "elements": ["C", "C", "N", "C", "N", "H", "H", "H", "H", "H", "H", "O", "H", "H", "O", "H", "H", "O"], "positions_angstrom": [[0.270, -0.170, -0.965], [0.989, -1.246, -0.186], [1.877, -0.700, 0.777], [0.739, -0.010, 1.074], [-0.014, 0.850, 0.154], [0.921, 0.413, -1.632], [0.681, -2.252, -0.089], [0.333, -0.270, 2.045], [-1.073, 0.914, 0.202], [-0.675, -0.483, -1.507], [-3.414, 0.933, 1.696], [-2.713, 1.080, 1.125], [-3.758, -0.634, -0.793], [-2.783, 0.280, 0.319], [-2.762, -0.387, -0.691], [4.626, 0.635, -0.316], [3.007, 0.287, -0.348], [3.750, 0.760, -0.867]], "gap_ev": 4.52, "multiplicity": 1, "fmax_ev_per_a": 5.06, "relative_energy_kj_mol": 822.2, "mol_weight_g_mol": 122.12, "charge": 0}

(2)
{"formula": "C3H10N2O3", "method": "ωB97M-V/def2-TZVPD", "elements": ["C", "C", "N", "C", "N", "H", "H", "H", "H", "H", "H", "O", "H", "H", "O", "H", "H", "O"], "positions_angstrom": [[-0.031, 0.658, -1.055], [-0.706, -0.630, -1.314], [-1.897, -0.850, -0.542], [-0.942, -0.634, 0.392], [-0.130, 0.522, 0.429], [-0.660, 1.498, -1.361], [-0.472, -1.481, -1.941], [-0.475, -1.497, 0.870], [0.790, 0.264, 0.798], [0.998, 0.726, -1.429], [2.811, -0.060, 2.503], [2.416, 0.110, 1.652], [3.720, -0.337, -0.927], [2.785, 0.151, 0.442], [2.845, -0.030, -0.695], [-3.626, 1.139, 1.210], [-3.411, -0.151, 0.461], [-4.014, 0.604, 0.508]], "gap_ev": 5.00, "multiplicity": 1, "fmax_ev_per_a": 4.41, "relative_energy_kj_mol": 764.7, "mol_weight_g_mol": 122.12, "charge": 0}

(3)
{"formula": "C3H10N2O4", "method": "ωB97M-V/def2-TZVPD", "elements": ["C", "N", "N", "O", "O", "H", "H", "H", "H", "H", "H", "C", "C", "O", "O", "H", "H", "H", "H"], "positions_angstrom": [[1.600, 1.896, -0.530], [1.804, 0.477, -0.329], [0.375, -0.873, 0.731], [2.055, -0.171, -1.471], [0.157, -1.487, 1.974], [1.460, 0.164, -2.175], [-0.154, -0.751, 2.530], [0.719, -1.626, 0.136], [1.042, 2.151, -1.434], [1.113, 2.299, 0.353], [2.609, 2.326, -0.605], [-1.980, -1.408, -0.143], [-1.012, -0.246, 0.105], [-1.514, 0.515, 1.216], [-0.647, 0.437, -0.924], [-1.009, 1.338, 1.202], [-2.901, -1.002, -0.558], [-1.530, -2.094, -0.860], [-2.188, -1.945, 0.782]], "gap_ev": [8.87, 7.40], "multiplicity": 1, "fmax_ev_per_a": 2.02, "relative_energy_kj_mol": 697.9, "mol_weight_g_mol": 138.12, "charge": 0}

(4)
{"formula": "C3H10N2OP", "method": "ωB97M-V/def2-TZVPD", "elements": ["C", "C", "C", "N", "N", "O", "P", "H", "H", "H", "H", "H", "H", "H", "H", "H", "H"], "positions_angstrom": [[-1.728, 0.376, -0.204], [-2.280, -0.379, 1.030], [-0.299, 0.047, -0.368], [-2.433, 1.315, -0.656], [3.108, 0.607, 0.052], [0.487, 0.988, -0.393], [0.312, -1.701, -0.376], [-1.589, 0.022, 1.796], [-3.360, -0.096, 1.057], [-2.084, -1.454, 1.125], [-1.972, 1.982, -1.289], [3.590, 0.210, -0.752], [3.359, -0.120, 0.730], [3.435, 1.398, 0.544], [2.036, 0.863, -0.156], [0.273, -1.688, -1.928], [-0.854, -2.372, -0.212]], "gap_ev": 9.04, "multiplicity": 1, "fmax_ev_per_a": 2.84, "relative_energy_kj_mol": 381.5, "mol_weight_g_mol": 121.10, "charge": 1}

(5)
{"formula": "C3H10N2S", "method": "ωB97M-V/def2-TZVPD", "elements": ["C", "C", "C", "N", "N", "S", "H", "H", "H", "H", "H", "H", "H", "H", "H", "H"], "positions_angstrom": [[1.989, 0.229, 0.197], [-1.500, -0.673, 1.306], [0.745, -0.642, 0.372], [-0.903, 0.958, -2.056], [-0.289, 0.159, 1.037], [-1.506, 1.494, -0.594], [1.869, 1.328, -0.200], [2.533, 0.459, 1.121], [2.725, -0.223, -0.554], [-1.283, -1.505, 2.060], [-2.214, 0.075, 1.803], [-1.875, -1.090, 0.431], [0.254, -0.951, -0.660], [1.003, -1.469, 0.909], [-1.419, 0.383, -2.745], [-0.130, 1.468, -2.426]], "gap_ev": 7.79, "multiplicity": 1, "fmax_ev_per_a": 5.76, "relative_energy_kj_mol": 325.6, "mol_weight_g_mol": 106.19, "charge": 0}

(6)
{"formula": "C3H10N2S", "method": "ωB97M-V/def2-TZVPD", "elements": ["C", "C", "S", "H", "H", "H", "H", "H", "N", "C", "N", "H", "H", "H", "H", "H"], "positions_angstrom": [[3.447, -1.249, 0.294], [2.221, -1.959, -0.240], [0.803, -0.881, -0.573], [3.266, -0.976, 1.341], [3.663, -0.255, -0.097], [4.336, -1.888, 0.277], [1.850, -2.718, 0.448], [2.450, -2.407, -1.209], [-2.879, 0.577, 0.560], [-2.278, 1.556, -0.047], [-2.983, 2.549, -0.558], [-3.887, 0.523, 0.583], [-2.384, -0.252, 0.876], [-1.188, 1.583, -0.061], [-2.480, 3.377, -0.827], [-3.958, 2.419, -0.768]], "gap_ev": 4.70, "multiplicity": 1, "fmax_ev_per_a": 1.38, "relative_energy_kj_mol": 230.1, "mol_weight_g_mol": 106.19, "charge": 0}

> Number 4 is which compound?

C3H10N2OP

Repeat the sixth record exactly.
{"formula": "C3H10N2S", "method": "ωB97M-V/def2-TZVPD", "elements": ["C", "C", "S", "H", "H", "H", "H", "H", "N", "C", "N", "H", "H", "H", "H", "H"], "positions_angstrom": [[3.447, -1.249, 0.294], [2.221, -1.959, -0.240], [0.803, -0.881, -0.573], [3.266, -0.976, 1.341], [3.663, -0.255, -0.097], [4.336, -1.888, 0.277], [1.850, -2.718, 0.448], [2.450, -2.407, -1.209], [-2.879, 0.577, 0.560], [-2.278, 1.556, -0.047], [-2.983, 2.549, -0.558], [-3.887, 0.523, 0.583], [-2.384, -0.252, 0.876], [-1.188, 1.583, -0.061], [-2.480, 3.377, -0.827], [-3.958, 2.419, -0.768]], "gap_ev": 4.70, "multiplicity": 1, "fmax_ev_per_a": 1.38, "relative_energy_kj_mol": 230.1, "mol_weight_g_mol": 106.19, "charge": 0}